Entry from OMol25: a structure of composition C35H37ClI2N6O10Si (the ωB97M-V functional and the def2-TZVPD basis).

Summary:
LUMO energy: -0.88 eV
DFT total energy: -3781.53179 a.u.
HOMO level: -9.5 eV
maximum force: 0.62 eV Å⁻¹
gap between HOMO and LUMO: 8.60 eV

```
! wB97M-V def2-TZVPD RIJCOSX def2/J DEFGRID3
* xyz 0 1
C -1.77419 4.76481 0.92086
C -0.82584 5.85252 0.39235
I -0.93140 5.93151 -1.75570
C -0.95030 7.24038 1.01878
I -0.79100 6.99039 3.16353
Si -2.49092 8.32029 0.79269
Cl -2.60294 9.15576 -1.09382
C -4.09911 7.47686 1.21353
C -4.72722 6.65758 0.09392
N -5.90995 5.88546 0.54793
H -1.24845 4.16738 1.66293
H -2.09242 4.10473 0.12157
H -2.64801 5.18213 1.41305
H 0.19289 5.52022 0.56976
H -0.05723 7.80709 0.76886
H -2.29774 9.47533 1.68810
H -4.79122 8.27172 1.49747
H -3.93092 6.85277 2.09307
H -4.00161 5.96668 -0.33399
H -5.05501 7.33430 -0.69218
H -5.73461 4.89230 0.44578
H -6.05705 6.03318 1.54093
C 4.14531 5.82504 3.88692
C 4.97314 4.73293 3.66000
C 4.42714 3.48745 3.39536
C 3.05156 3.36287 3.36398
C 2.20971 4.43171 3.59928
C 2.76564 5.67171 3.86083
N 2.45759 2.04980 3.05464
O 3.21099 1.11510 2.87328
O 1.24165 1.98209 2.99858
H 4.57656 6.79768 4.08203
H 6.04746 4.85130 3.68234
H 5.05803 2.63102 3.21224
H 1.13799 4.30213 3.57109
H 2.11579 6.51779 4.03496
C -0.82687 1.41536 -0.59139
C -1.53249 0.97984 -1.70327
C -2.42392 -0.07387 -1.58923
C -2.59103 -0.66611 -0.35096
C -1.89654 -0.24757 0.76973
C -1.00168 0.79989 0.64026
N -3.55284 -1.77207 -0.22312
O -4.15690 -2.12290 -1.22078
O -3.69267 -2.28322 0.87456
H -0.13081 2.23898 -0.68689
H -1.38733 1.45862 -2.66170
H -2.98064 -0.42654 -2.44429
H -2.05110 -0.73094 1.72246
H -0.44499 1.13985 1.50220
C 1.31513 -5.81229 -1.87059
C 1.59054 -5.04614 -2.99448
C 1.55076 -3.66273 -2.92163
C 1.23727 -3.07424 -1.71196
C 0.94184 -3.81760 -0.58277
C 0.98436 -5.19905 -0.66924
N 1.24590 -1.60556 -1.61027
O 1.48333 -0.96426 -2.61689
O 1.02337 -1.11823 -0.51717
H 1.36641 -6.89084 -1.92821
H 1.84816 -5.52632 -3.92825
H 1.77329 -3.05345 -3.78452
H 0.69853 -3.32591 0.34764
H 0.77318 -5.79818 0.20537
C -4.25128 -5.25455 -1.07726
C -3.08484 -5.06742 -1.80757
C -2.76721 -5.93213 -2.84049
C -3.62799 -6.97426 -3.12590
C -4.79092 -7.18393 -2.41161
C -5.09792 -6.31336 -1.37847
N -3.29229 -7.88740 -4.23221
O -2.24755 -7.69386 -4.82734
O -4.07638 -8.78164 -4.48642
H -4.50061 -4.57261 -0.27695
H -2.42248 -4.24481 -1.57630
H -1.86538 -5.79863 -3.41658
H -5.44178 -8.00920 -2.65726
H -6.00502 -6.45977 -0.80867
C 6.09964 -2.17238 0.12328
C 7.12308 -3.10906 0.18398
C 6.83550 -4.46186 0.10396
C 5.51728 -4.84762 -0.03891
C 4.48283 -3.93380 -0.10068
C 4.78112 -2.58426 -0.01618
N 5.19551 -6.28417 -0.13747
O 6.11078 -7.07981 -0.06720
O 4.02350 -6.57918 -0.28806
H 6.33020 -1.11727 0.18496
H 8.14908 -2.78639 0.29378
H 7.61982 -5.20201 0.15162
H 3.46365 -4.27079 -0.21157
H 3.98316 -1.85441 -0.05800
*
```


Entry from OMol25: a structure of composition C35H37ClP2Sn in a non-equilibrium geometry (the ωB97M-V functional and the def2-TZVPD basis).

Summary:
LUMO energy (spin up / spin down): -7.55 / -7.55 eV
DFT total energy: -2712.21467 a.u.
HOMO level (spin up / spin down): -13.4 / -13.4 eV
maximum force: 3.95 eV Å⁻¹
gap between HOMO and LUMO (spin up / spin down): 5.83 / 5.83 eV

```
! wB97M-V def2-TZVPD RIJCOSX def2/J DEFGRID3
* xyz 2 1
Sn -0.34449 1.88893 -2.57408
C -2.16747 1.14120 -5.92799
C -2.02291 -0.15483 -5.60964
C -1.12032 -1.06152 -6.39403
C 0.25459 -0.48359 -6.75241
C 0.95456 0.38139 -5.73345
C 0.58732 1.65960 -5.52233
C -0.03841 2.33061 -6.72620
C -1.42482 1.76107 -7.06516
C 0.64068 0.35395 -0.80278
H -2.99606 1.75055 -5.58119
H -2.77195 -0.67207 -5.02715
H -1.64910 -1.27187 -7.35509
H -1.00134 -2.04508 -5.92815
H 0.93442 -1.34720 -6.93076
H 0.20464 -0.02117 -7.74927
H 1.89681 -0.03617 -5.38146
H 0.91013 2.29879 -4.67895
H 0.62971 2.17101 -7.59746
H -0.11126 3.42582 -6.59430
H -2.01655 2.61334 -7.45313
H -1.36387 1.08240 -7.94737
H 0.25262 1.17561 -0.14746
H 1.63643 0.15057 -0.36158
H -0.05085 -0.49195 -0.62292
P -1.56254 -0.82810 -2.49263
P 2.27477 -0.23958 -2.28478
C -0.13326 -1.35944 -3.42655
C 1.24235 -1.23917 -3.37312
C -2.51344 -2.31051 -1.99575
C -2.89658 -3.33115 -2.89870
C -3.68203 -4.39382 -2.45144
C -4.03199 -4.48644 -1.09628
C -3.63660 -3.49257 -0.18538
C -2.86176 -2.41742 -0.62960
C -2.92417 0.52630 -2.90328
C -2.67642 1.90497 -3.30820
C -3.63933 2.91771 -3.06578
C -4.96654 2.54054 -2.93756
C -5.29379 1.18982 -2.83469
C -4.29416 0.20784 -2.78273
C 3.70256 -1.23746 -1.75488
C 3.41327 -2.48830 -1.15174
C 4.45648 -3.31796 -0.72684
C 5.78298 -2.91282 -0.91532
C 6.07877 -1.63752 -1.41494
C 5.04735 -0.79837 -1.84709
C 2.97722 1.42596 -2.68214
C 2.88348 2.42242 -1.68285
C 3.04249 3.77478 -1.97765
C 3.47426 4.17877 -3.23031
C 3.61752 3.22526 -4.23167
C 3.43861 1.86111 -3.95802
H -0.47961 -2.09898 -4.16953
H 1.82179 -1.83921 -4.09016
H -2.56511 -3.31743 -3.93544
H -3.99259 -5.18695 -3.14474
H -4.58285 -5.35230 -0.72349
H -3.90186 -3.55719 0.87664
H -2.49924 -1.67315 0.08745
H -1.81378 2.25887 -3.96407
H -3.29248 3.95802 -2.99339
H -5.71895 3.31667 -2.95884
H -6.34683 0.90601 -2.73274
H -4.59425 -0.82152 -2.63076
H 2.36683 -2.78814 -1.03677
H 4.20262 -4.28554 -0.26925
H 6.57169 -3.59802 -0.63715
H 7.12541 -1.31971 -1.47873
H 5.28904 0.18175 -2.25622
H 2.59388 2.08285 -0.68756
H 2.81146 4.49800 -1.20736
H 3.68833 5.22074 -3.41860
H 3.83658 3.55513 -5.25526
H 3.59699 1.16897 -4.80984
Cl -1.72997 2.51381 -0.65424
*
```